Record 1
ORCA calculation (ωB97M-V with the def2-TZVPD basis set) on C25H33NO6 as an isolated structure at a distorted geometry.

Last column: natural (NBO) charge in e.
CARTESIAN COORDINATES (ANGSTROEM)
C1 -0.95724 -2.56890 -2.33049  -0.6073
C2 -0.79563 -1.99317 -1.01990  -0.0776
H1 -1.78559 -1.58887 -0.70542  0.1566
H2 -0.48469 -2.73668 -0.32656  0.1749
O1 -0.08022 -1.00639 -1.19556  -0.5269
C3 0.35790 -0.50240 0.15909  0.8750
O2 0.13320 -1.09287 1.33088  -0.6242
C4 1.34550 0.78025 -0.22880  -0.1801
C5 1.43333 1.58340 1.10328  -0.4241
C6 0.33776 2.48137 1.31675  -0.1344
N1 -0.87574 2.17064 0.61333  -0.4973
C7 -0.72074 2.20066 -0.93404  -0.1958
C8 0.83501 1.50400 -1.30832  -0.2838
H3 0.84169 1.27364 -2.12551  0.1563
H4 1.45279 2.54441 -1.38874  0.1928
H5 -0.87043 3.11140 -1.04394  0.1688
H6 -1.30784 1.29514 -1.27674  0.2255
C9 -2.17995 2.33183 1.09137  -0.2202
C10 -3.01631 1.39598 0.61414  -0.0983
C11 -2.96902 0.10291 1.40414  -0.2388
C12 -3.80710 -1.02496 0.88846  0.2552
C13 -4.91487 -0.74408 0.20720  0.2161
C14 -4.98913 0.52426 -0.48948  0.2300
C15 -4.20629 1.52073 -0.06506  -0.2228
H7 -4.27674 2.60435 -0.94727  0.1817
O3 -5.95458 0.48166 -1.44661  -0.4965
C16 -6.31431 1.50326 -2.05416  -0.2067
H8 -5.45600 2.18935 -2.70961  0.1429
H9 -7.27583 1.47114 -2.56842  0.2027
H10 -6.52958 2.42088 -1.24248  0.1348
O4 -5.59913 -1.77482 -0.31612  -0.6754
H11 -6.29615 -1.58414 -1.02436  0.5084
O5 -3.60496 -2.22842 1.52446  -0.5118
C17 -2.64858 -2.60998 2.44339  -0.2087
H12 -2.85083 -1.96978 3.37870  0.1585
H13 -1.59247 -2.02764 2.11855  0.1996
H14 -2.64301 -3.53834 2.52728  0.1682
H15 -2.12325 -0.03503 2.24426  0.2470
H16 -2.46621 3.37918 0.55246  0.1335
H17 -2.24652 2.66379 2.18814  0.2385
H18 0.65533 3.45104 1.10725  0.1565
H19 -0.11565 2.70872 2.61505  0.1625
H20 1.37763 0.81371 2.06197  0.2375
H21 2.37561 1.97317 1.24370  0.2165
C18 2.61284 0.23766 -0.62671  -0.3979
C19 3.51565 -0.82900 0.45844  -0.0667
O6 4.60216 -1.49058 -0.00271  -0.4925
C20 5.81914 -0.82953 -0.07838  0.3581
C21 6.77369 -1.26385 -0.83289  -0.3212
C22 7.85308 -0.69322 -0.79552  -0.1553
C23 8.21828 0.56883 -0.40180  -0.2345
C24 7.17199 1.23199 0.20420  -0.2438
C25 6.08702 0.66131 0.27747  -0.2587
H22 5.17591 1.06654 0.96207  0.2001
H23 7.41487 2.11724 0.76139  0.2179
H24 9.20220 1.08550 -0.23572  0.2287
H25 8.76845 -1.35574 -1.39114  0.1913
H26 6.48728 -2.34559 -1.04904  0.2245
H27 3.60814 -0.14525 1.42872  0.1653
H28 2.82926 -1.60476 0.98795  0.2042
H29 3.46757 0.92700 -0.85986  0.2286
H30 2.62166 -0.39358 -1.38942  0.2129
H31 0.03130 -2.86781 -2.80655  0.2088
H32 -1.54289 -1.86035 -3.00700  0.2072
H33 -1.64320 -3.54368 -2.37968  0.2136

Forces on atoms 1 to 2 (eV/Å):
-2.27 -3.42 -4.25
-7.76 -6.32 0.85

## Properties
- Gap between HOMO and LUMO: 0.3071 Ha
- HOMO level: -7.755 eV
- LUMO energy: 0.6 eV
- Calculated total energy: -1477.83081 Eh
- Largest force on an atom: 19.273 eV Å⁻¹
- M: 443.54 g/mol
- Charge: 0
- Relative energy (zero: lowest compared OMol25 entry of this formula, charge and spin): 24.402 eV


Record 2
ORCA calculation (ωB97M-V with the def2-TZVPD basis set) on a single C3H5N molecule at a distorted geometry.

Last column: natural (NBO) charge in e.
CARTESIAN COORDINATES (ANGSTROEM)
C1 -0.62954 -0.47976 1.03446  -0.0609
C2 0.49347 0.88495 -0.49610  -0.4695
C3 0.36774 -0.46341 -0.82311  -0.0003
N1 0.12610 -1.24203 0.22861  -0.4383
H1 -1.54692 -0.01505 0.67421  0.1845
H2 -0.60152 -0.65422 2.11437  0.1736
H3 0.26992 -0.84755 -1.83626  0.1994
H4 1.12414 1.14618 0.34497  0.2140
H5 0.39662 1.67089 -1.24116  0.1975

Forces on atoms 1 to 2 (eV/Å):
0.41 -2.01 0.05
0.54 -0.45 -1.18

## Properties
- Gap between HOMO and LUMO: 0.3517 Ha
- HOMO level: -8.951 eV
- LUMO energy: 0.6 eV
- Calculated total energy: -171.95401 Eh
- SMILES string: C=CN=C
- Largest force on an atom: 2.204 eV Å⁻¹
- M: 55.08 g/mol
- Charge: 0
- Relative energy (zero: lowest compared OMol25 entry of this formula, charge and spin): 2.750 eV


Record 3
ORCA calculation (ωB97M-V with the def2-TZVPD basis set) on a single C7H6N4S2 molecule at a distorted geometry.

Last column: natural (NBO) charge in e.
CARTESIAN COORDINATES (ANGSTROEM)
C1 0.11925 2.46974 0.02169  0.3472
C2 1.47633 0.60161 -0.27644  0.2068
C3 1.41362 -1.37464 -1.23004  -0.0482
C4 2.37354 -1.65564 -0.30653  -0.4690
C5 -1.47984 0.58585 0.29400  0.2106
C6 -1.44698 -1.36212 1.26101  -0.0477
C7 -2.38690 -1.64032 0.32263  -0.4613
H1 -1.92538 2.58596 -0.04571  0.4132
H2 0.06071 3.57904 0.07397  0.1787
H3 1.02529 -2.08141 -1.97865  0.2106
H4 2.90069 -2.57683 -0.11238  0.2405
H5 -1.08378 -2.06860 2.01788  0.2183
H6 -2.94074 -2.59614 0.16226  0.2526
N1 -1.14665 1.91373 -0.01648  -0.6352
N2 1.27008 1.93854 -0.01495  -0.5089
N3 0.91633 -0.09789 -1.22914  -0.4921
N4 -0.93192 -0.09318 1.25936  -0.4436
S1 2.68520 -0.24657 0.64352  0.4073
S2 -2.63556 -0.26700 -0.68270  0.4204

Forces on atoms 1 to 2 (eV/Å):
-0.46 0.69 -0.04
0.10 -0.44 -0.14

## Properties
- Gap between HOMO and LUMO: 0.3205 Ha
- HOMO level: -8.283 eV
- LUMO energy: 0.4 eV
- Calculated total energy: -1285.73562 Eh
- SMILES string: C(=N/c1nccs1)/Nc1nccs1
- Largest force on an atom: 1.300 eV Å⁻¹
- M: 210.29 g/mol
- Charge: 0
- Relative energy (zero: lowest compared OMol25 entry of this formula, charge and spin): 0.000 eV


Record 4
ORCA calculation (ωB97M-V with the def2-TZVPD basis set) on an isolated ion of composition C6H10N3 and charge +1 at a distorted geometry.

Last column: natural (NBO) charge in e.
CARTESIAN COORDINATES (ANGSTROEM)
C1 -1.35967 2.85555 1.76162  0.1444
C2 -0.18158 -0.91959 0.84559  0.1113
C3 -1.36996 -0.02291 0.79290  -0.2894
C4 -1.03150 2.39925 0.44421  0.1748
C5 -0.75545 0.94959 -1.30806  -0.4739
C6 2.13328 -1.46325 0.33898  -0.4296
N1 -1.57681 3.10838 2.87793  -0.0958
N2 -1.20058 1.21526 0.00468  -0.1679
N3 0.90130 -0.58815 0.29153  -0.4068
H1 -0.47470 -1.79771 1.41555  0.1979
H2 -2.15700 -0.52245 0.40689  0.2457
H3 -1.70358 0.13951 1.87426  0.2702
H4 -0.73411 3.29625 -0.21839  0.2847
H5 -0.51893 1.80308 -2.00612  0.2494
H6 0.13500 0.34809 -1.17610  0.2952
H7 -1.46488 0.39119 -1.84532  0.2390
H8 2.85253 -1.09894 -0.28112  0.2158
H9 1.73986 -2.41545 0.08022  0.2082
H10 2.65249 -1.53865 1.30165  0.2267

Forces on atoms 1 to 2 (eV/Å):
-0.15 -0.72 2.16
1.07 0.53 -0.52

## Properties
- Gap between HOMO and LUMO: 0.2978 Ha
- HOMO level: -14.028 eV
- LUMO energy: -5.9 eV
- Calculated total energy: -398.52479 Eh
- SMILES string: C/N=C/C/[N+](C)=C\C#N
- Largest force on an atom: 3.640 eV Å⁻¹
- M: 124.17 g/mol
- Charge: +1
- Relative energy (zero: lowest compared OMol25 entry of this formula, charge and spin): 3.851 eV


Record 5
ORCA calculation (ωB97M-V with the def2-TZVPD basis set) on C42H59F5IrN4O4PTe as an isolated structure at a distorted geometry.

Last column: Mulliken spin population.
CARTESIAN COORDINATES (ANGSTROEM)
Ir1 -0.70224 1.17605 -0.24118  1.6597
C1 -0.64477 4.45477 -5.44684  0.0156
C2 0.59615 4.52832 -4.54897  -0.0017
C3 0.30542 4.14852 -3.13294  0.1177
C4 0.23179 4.94091 -2.04034  0.0081
C5 0.47129 6.41493 -1.95352  0.0048
C6 1.92192 6.73686 -1.57549  0.0016
C7 -0.09281 4.09487 -0.91722  0.2562
N1 -0.20589 2.76133 -1.36048  0.0934
C8 0.05938 2.77959 -2.69265  0.1286
C9 0.16144 1.66046 -3.51314  0.2304
C10 0.07248 0.35651 -3.06275  0.0360
C11 0.39554 -0.81230 -3.84096  0.2460
C12 0.84607 -0.78145 -5.26371  0.0001
C13 -0.32450 -0.68193 -6.25124  0.0363
C14 0.23890 -1.90332 -3.01223  -0.0411
C15 -0.17380 -1.40570 -1.76582  0.3134
C16 -0.34451 -2.23496 -0.55119  0.0632
C17 -1.27710 -1.72005 0.47753  0.2774
N2 -1.27377 -0.39062 0.86178  0.1339
C18 -1.98550 -0.33635 2.04515  -0.0312
C19 -2.08678 0.77443 2.85318  0.2765
C20 -1.51696 2.01377 2.54151  0.1122
N3 -1.04426 2.37111 1.32034  0.0578
C21 -0.64328 3.72075 1.43327  0.2091
C22 -0.23836 4.50689 0.38514  0.0145
C23 -0.83379 4.15338 2.79554  0.0321
C24 -1.38513 3.12105 3.47341  0.1313
C25 -1.71338 3.03047 4.92991  0.0058
C26 -0.63615 2.26351 5.70782  0.0159
C27 -0.51939 5.52211 3.30963  0.0063
C28 -1.70749 6.47879 3.15701  0.0033
C29 -2.50503 -1.64447 2.33574  0.2151
C30 -2.04583 -2.49877 1.35180  0.0053
C31 -2.37445 -3.95348 1.20043  0.0073
C32 -3.54675 -4.17581 0.23982  -0.0068
C33 -3.31111 -1.98911 3.54419  0.0205
C34 -2.41940 -2.35607 4.73771  0.0342
N4 -0.31203 -0.03267 -1.79653  0.0358
C35 0.40359 -3.35202 -3.36122  0.0048
C36 -0.93032 -4.04437 -3.66528  0.0015
H1 -0.38743 4.68227 -6.48103  0.0012
H2 -1.39882 5.17164 -5.11875  -0.0011
H3 -1.09949 3.46290 -5.42017  -0.0017
H4 1.00291 5.53973 -4.56967  -0.0005
H5 1.38125 3.87648 -4.94318  0.0058
H6 -0.21071 6.85628 -1.22399  0.0012
H7 0.22898 6.87312 -2.91260  -0.0011
H8 2.18631 6.29605 -0.61257  -0.0001
H9 2.07524 7.81386 -1.51122  0.0006
H10 2.61200 6.33771 -2.32021  -0.0003
H11 0.43316 1.82151 -4.54553  0.0677
H12 1.42937 -1.67851 -5.47662  -0.0009
H13 1.52043 0.06590 -5.40906  0.0075
H14 -0.98610 -1.54422 -6.15799  -0.0040
H15 0.03698 -0.64262 -7.27865  -0.0010
H16 -0.91989 0.21387 -6.06553  -0.0013
H17 -0.67642 -3.22889 -0.84890  0.0331
H18 -2.56498 0.66669 3.81567  0.0560
H19 -0.03884 5.54924 0.59744  -0.0120
H20 -2.68201 2.54121 5.06022  0.0042
H21 -1.82180 4.03620 5.33740  -0.0006
H22 -0.50904 1.25401 5.31093  -0.0032
H23 -0.89848 2.18742 6.76310  0.0005
H24 0.32735 2.76896 5.62770  0.0003
H25 0.35146 5.92168 2.78676  0.0002
H26 -0.23679 5.44910 4.36060  0.0003
H27 -2.00755 6.57055 2.11152  0.0003
H28 -1.45327 7.47166 3.52703  0.0002
H29 -2.57076 6.11639 3.71675  -0.0003
H30 -2.61670 -4.37030 2.17992  -0.0018
H31 -1.49888 -4.49993 0.84895  -0.0007
H32 -4.43735 -3.64784 0.58405  0.0013
H33 -3.78994 -5.23516 0.15407  0.0001
H34 -3.30909 -3.79842 -0.75801  0.0022
H35 -3.97626 -2.82268 3.31134  0.0006
H36 -3.95378 -1.14738 3.81052  0.0071
H37 -1.82972 -3.24861 4.51881  -0.0005
H38 -3.01894 -2.55676 5.62584  -0.0010
H39 -1.72520 -1.54606 4.97100  -0.0048
H40 0.91233 -3.87473 -2.54997  -0.0033
H41 1.06053 -3.43582 -4.22862  -0.0022
H42 -1.60690 -4.00102 -2.80700  -0.0005
H43 -0.77967 -5.09310 -3.92412  0.0000
H44 -1.43642 -3.55729 -4.49962  0.0010
F1 1.27497 0.20518 2.63867  -0.0038
Te1 2.65840 0.00957 1.41518  0.0184
F2 4.05260 0.42751 0.26611  0.0008
F3 3.62310 0.81203 2.77123  -0.0002
F4 3.75996 -1.42305 1.84796  0.0003
F5 2.11294 1.70732 0.89824  0.0018
O1 1.70591 -0.82567 0.04894  0.0017
C37 0.62201 -6.47844 0.84134  0.0010
C38 0.84170 -5.27416 -0.04042  0.0010
O2 0.82830 -4.10575 0.79641  -0.0044
P1 1.25210 -2.60994 0.34048  0.0862
O3 1.39366 -2.12556 1.86040  0.0101
C39 1.11088 -2.86053 3.09578  0.0061
C40 2.28878 -3.69000 3.53258  0.0014
O4 2.47525 -3.07156 -0.52145  0.0070
C41 3.44924 -2.34043 -1.32333  -0.0020
C42 4.13449 -3.34498 -2.21063  0.0003
H45 0.51031 -7.37276 0.22691  0.0000
H46 -0.28037 -6.36115 1.44296  0.0003
H47 1.46851 -6.62488 1.51250  -0.0001
H48 0.04711 -5.19674 -0.79279  0.0002
H49 1.79705 -5.33012 -0.55908  0.0000
H50 0.21609 -3.45261 2.92600  -0.0022
H51 0.88459 -2.06350 3.80036  -0.0045
H52 2.55430 -4.42615 2.77458  0.0001
H53 2.01916 -4.21930 4.44866  0.0001
H54 3.15695 -3.06532 3.73547  -0.0001
H55 4.14243 -1.85853 -0.63928  0.0003
H56 2.92129 -1.57624 -1.88953  0.0010
H57 4.56839 -4.15077 -1.61831  0.0000
H58 4.94004 -2.84886 -2.75349  0.0001
H59 3.44359 -3.77556 -2.93624  0.0001

Forces on atoms 1 to 2 (eV/Å):
-0.17 -0.16 -0.13
0.00 0.01 0.03

## Properties
- Gap between HOMO and LUMO (alpha / beta): 0.1981 / 0.2138 Ha
- Multiplicity: 6
- HOMO level (alpha / beta): -8.128 / -11.013 eV
- LUMO energy (alpha / beta): -2.7 / -5.2 eV
- Calculated total energy: -3368.71598 Eh
- Largest force on an atom: 1.309 eV Å⁻¹
- M: 1129.74 g/mol
- Charge: +1
- Relative energy (zero: lowest compared OMol25 entry of this formula, charge and spin): 0.150 eV


Record 6
ORCA calculation (ωB97M-V with the def2-TZVPD basis set) on C7H10O2S as an isolated structure at a distorted geometry.

Last column: natural (NBO) charge in e.
CARTESIAN COORDINATES (ANGSTROEM)
C1 -1.42968 1.15103 1.11227  -0.2357
C2 -0.99498 0.06095 0.48760  -0.5556
C3 -0.08720 -1.34624 -2.95703  -0.3539
C4 -0.21578 -2.15488 -2.08068  0.0840
C5 -0.54210 2.27290 1.66743  -0.4775
C6 0.91186 1.92631 1.42844  -0.6188
C7 -0.22276 -3.06181 -0.95987  -0.7083
O1 1.61834 -0.72666 0.92814  -0.9009
O2 1.16073 0.79125 -0.98614  -0.8902
S1 0.72765 0.31930 0.50679  1.9742
H1 -2.49071 1.30619 1.25227  0.2070
H2 -0.06519 -0.66797 -3.75713  0.2405
H3 0.95923 0.08767 -1.63037  0.5301
H4 -0.82378 3.19727 1.15705  0.2263
H5 -0.76055 2.39852 2.73068  0.2260
H6 1.44728 2.61300 0.78618  0.2553
H7 1.47439 1.69617 2.32599  0.2502
H8 -1.22985 -3.43475 -0.78797  0.2446
H9 0.11559 -2.52962 -0.07172  0.2669
H10 0.44754 -3.89865 -1.15194  0.2360

Forces on atoms 1 to 2 (eV/Å):
-0.03 0.56 0.43
1.19 -0.58 -0.27

## Properties
- Gap between HOMO and LUMO: 0.3419 Ha
- HOMO level: -8.615 eV
- LUMO energy: 0.7 eV
- Calculated total energy: -821.20083 Eh
- Largest force on an atom: 1.357 eV Å⁻¹
- M: 158.22 g/mol
- Charge: 0
- Relative energy (zero: lowest compared OMol25 entry of this formula, charge and spin): 4.025 eV


> largest force on an atom of number 3 (C7H6N4S2)?

1.300 eV Å⁻¹


> Which value of largest force on an atom does entry 5 give?

1.309 eV Å⁻¹